45
Properties=species:S:1:pos:R:3:forces:R:3:mulliken_charge:R:1 method="wB97M-V/def2-TZVPD" molar_mass_g_mol=279.380 energy_ev=-24629.099 homo_ev=-8.4 e_lumo_ha=0.0342 homo_lumo_gap_ha=0.3431 smiles=Cc1cccc(OCCOCCN2CCOCC2)c1C de_lowest_kj_mol=262.02
C -3.24307 1.22180 1.79893 0.057 -0.023 0.015 -1.4370
C -1.96865 0.46923 2.03261 0.089 -0.146 0.028 1.3367
C -2.00838 -0.87929 2.36502 -0.043 -0.053 0.011 -1.1473
C -0.84047 -1.57673 2.59381 -0.001 0.031 0.000 -0.8604
C 0.38567 -0.94435 2.48536 0.270 0.063 0.110 -0.7867
C 0.44455 0.40094 2.14282 -0.209 0.032 0.027 0.8358
O 1.60367 1.12427 2.01750 -0.515 0.012 0.075 -0.4429
C 2.87066 0.50982 1.95044 0.427 -0.150 -0.400 -0.6493
C 3.31714 0.19673 0.50252 -0.030 0.012 0.367 -0.2827
O 3.19908 -1.15790 0.13364 0.207 -0.125 0.009 -0.4502
C 1.95513 -1.55967 -0.40466 -0.177 0.098 -0.160 0.1998
C 1.74305 -1.12494 -1.86683 0.080 0.015 0.263 -0.8960
N 0.33172 -0.89659 -2.12016 0.079 -0.079 -0.106 0.0470
C -0.05820 -1.11116 -3.50212 -0.365 0.014 0.016 -0.5049
C -1.58052 -0.99982 -3.60016 0.265 -0.236 -0.215 -0.6689
O -2.03418 0.26179 -3.17069 -0.051 0.133 -0.120 -0.4427
C -1.62615 0.50801 -1.84574 0.234 0.151 0.288 -0.6518
C -0.10792 0.42371 -1.70284 -0.340 -0.036 -0.025 0.2959
C -0.74141 1.11861 1.91875 0.256 -0.002 0.007 0.9857
C -0.68353 2.57579 1.56740 0.106 -0.078 0.024 -1.7957
H -3.28011 1.61166 0.78235 -0.071 0.085 -0.076 0.2594
H -3.31956 2.06745 2.48118 -0.075 0.102 0.008 0.3487
H -4.10292 0.57489 1.95154 -0.070 -0.004 -0.006 0.4102
H -2.96101 -1.38102 2.44883 -0.111 -0.036 0.004 0.3562
H -0.87403 -2.62290 2.85842 -0.001 -0.094 0.018 0.3994
H 1.28286 -1.51384 2.67101 0.093 -0.017 -0.037 0.3080
H 3.55234 1.25545 2.37027 -0.047 -0.121 -0.031 0.4144
H 2.93622 -0.39608 2.55765 0.020 0.072 -0.012 0.2580
H 4.38343 0.42186 0.41315 -0.093 0.069 0.013 0.4552
H 2.76231 0.85297 -0.17860 0.041 0.031 0.018 0.1939
H 1.95975 -2.64925 -0.33643 -0.132 0.070 -0.004 0.3146
H 1.12122 -1.18952 0.20072 0.088 -0.068 -0.107 -0.1887
H 2.34687 -0.22561 -2.07569 -0.001 -0.045 -0.028 0.3091
H 2.09660 -1.91241 -2.53443 0.016 0.053 -0.020 0.3892
H 0.25167 -2.11185 -3.80919 0.006 0.015 -0.043 0.4335
H 0.40341 -0.37001 -4.17942 -0.002 -0.062 0.008 0.3212
H -1.91153 -1.10844 -4.63442 0.024 -0.065 0.061 0.3773
H -2.03424 -1.78873 -2.98196 0.030 0.022 -0.075 0.3334
H -1.98181 1.51052 -1.60160 0.021 -0.043 0.078 0.2125
H -2.08738 -0.22373 -1.16564 0.020 0.073 -0.004 0.3676
H 0.15910 0.58747 -0.65855 0.030 0.053 0.060 -0.2935
H 0.35989 1.21396 -2.31983 0.014 -0.044 0.065 0.2329
H -1.20384 2.76573 0.62933 -0.053 0.096 -0.074 0.3044
H 0.34758 2.90021 1.47301 -0.037 0.107 -0.041 0.3731
H -1.16501 3.17095 2.34270 -0.051 0.118 0.008 0.4258

***

50
Properties=species:S:1:pos:R:3:forces:R:3:mulliken_charge:R:1 method="wB97M-V/def2-TZVPD" molar_mass_g_mol=644.675 energy_ev=-123454.902 homo_ev=-1.6 e_lumo_ha=0.1702 homo_lumo_gap_ha=0.2288 de_lowest_kj_mol=41.20 charge=-2
Tl -0.26603 -0.25383 0.01386 -0.010 -0.068 -0.125 0.6401
C -1.14884 -0.13969 2.93595 -0.009 -0.055 0.002 0.7329
C -0.30148 -1.24437 2.71200 -0.041 -0.013 -0.027 0.2926
C 0.97496 -0.74752 2.35331 0.109 -0.039 0.020 0.4295
C 0.91477 0.67203 2.37472 0.035 0.012 0.025 0.2070
C -0.39925 1.04139 2.73552 -0.014 0.050 -0.054 0.5646
C -0.92809 2.43844 2.89115 0.004 0.015 0.013 -1.6213
C 2.06965 1.58798 2.08939 0.038 0.002 0.017 -1.5299
C 2.18875 -1.57973 2.05033 0.017 -0.017 0.058 -1.2605
C -0.67740 -2.69508 2.80195 -0.021 0.001 -0.021 -1.4015
C -2.59641 -0.19300 3.33140 0.003 -0.005 0.055 -1.6729
H -1.20082 2.66491 3.92970 0.005 0.005 0.003 0.2672
H -1.82119 2.61847 2.28397 -0.009 -0.002 0.002 0.2573
H -0.18455 3.17750 2.58741 -0.004 0.000 -0.010 0.3957
H 2.71583 1.73538 2.96575 -0.013 -0.007 0.003 0.2541
H 1.73094 2.57524 1.76805 0.002 0.001 -0.007 0.3846
H 2.69604 1.19531 1.28507 -0.017 0.010 -0.019 0.2542
H 2.80436 -1.75996 2.94264 0.000 0.001 0.001 0.2755
H 2.82823 -1.10083 1.30465 -0.001 0.007 -0.003 0.2386
H 1.90492 -2.55078 1.64012 0.004 -0.001 -0.013 0.3549
H -0.27539 -3.17409 3.70412 0.005 -0.004 -0.004 0.2241
H -0.31820 -3.25630 1.93520 0.019 -0.007 0.006 0.2592
H -1.76307 -2.81518 2.82971 -0.007 -0.002 0.009 0.3544
H -2.73271 -0.33642 4.41180 -0.019 0.001 -0.006 0.3193
H -3.12959 -1.00917 2.83483 -0.001 -0.010 0.005 0.3805
H -3.11443 0.73499 3.07213 -0.001 0.006 0.007 0.3602
Cl -5.44520 0.52502 0.16904 0.003 -0.005 -0.002 -0.2506
C -3.75545 0.01962 -0.12642 0.042 0.083 0.028 1.1340
Cl -3.63428 -1.72255 -0.40877 -0.045 0.030 0.001 -0.1728
H -3.18691 0.25234 0.76868 -0.036 -0.023 -0.048 -0.6483
H -3.38275 0.55558 -0.99791 -0.036 -0.036 -0.018 -0.0974
S -1.73930 2.98217 -5.15478 0.032 0.033 -0.106 -0.5453
C -2.15952 2.22840 -3.73700 0.064 -0.023 0.102 0.2265
N -2.42407 1.69153 -2.73633 -0.100 -0.014 0.016 -0.7048
C 0.07715 -0.51517 -3.68296 -0.016 0.069 0.046 -0.8280
As 1.71275 0.23708 -3.00980 0.007 -0.078 -0.055 0.7350
C 1.98043 1.84971 -4.03161 -0.007 0.049 0.003 -1.0368
C 3.11092 -0.96619 -3.56005 -0.028 0.012 0.027 -1.0793
O 1.81881 0.56043 -1.38987 -0.047 0.045 0.046 -0.5155
H -0.06512 -0.15876 -4.70439 0.031 -0.059 -0.011 0.3672
H -0.76148 -0.15881 -3.08743 0.009 0.055 0.022 0.0155
H 0.15670 -1.59684 -3.61041 -0.018 -0.017 0.000 0.4146
H 2.09482 1.60160 -5.08693 0.009 0.002 -0.012 0.3508
H 2.87264 2.35285 -3.66116 -0.005 0.011 0.000 0.3437
H 1.10688 2.49171 -3.92076 -0.015 -0.001 0.010 0.2300
H 3.11837 -1.05414 -4.64722 -0.004 -0.041 0.001 0.3534
H 2.86662 -1.91863 -3.08676 0.042 -0.013 -0.040 0.3554
H 4.06787 -0.58527 -3.20574 -0.008 0.009 0.009 0.3443
N 1.14603 -3.00348 -1.89231 -0.029 -0.052 0.060 -0.5590
C 0.45310 -3.25389 -0.98385 0.084 0.083 -0.019 -0.3929